{
  "formula": "C9H12ClNO8P2Pt",
  "method": "ωB97M-V with the def2-TZVPD basis set",
  "spin_multiplicity": 5,
  "e_above_lowest_kj_mol": 0.0,
  "total_energy_ev": -61728.833,
  "orbital_gap_ev": [8.4, 6.3],
  "e_homo_ha": [-0.5626, -0.6110],
  "lumo_ev": [-6.9, -10.4],
  "charge": 2,
  "symbols": ["Pt", "Cl", "C", "C", "C", "C", "O", "C", "C", "O", "C", "H", "H", "H", "H", "N", "C", "C", "P", "O", "O", "O", "P", "O", "O", "O", "H", "H", "H", "H", "H", "H", "H", "H"],
  "positions_angstrom": [[-0.462, 0.345, -0.284], [0.263, 7.317, 1.769], [0.285, 5.652, 1.584], [0.569, 4.816, 2.689], [0.594, 3.467, 2.524], [0.311, 2.868, 1.242], [0.344, 1.609, 1.158], [0.032, 3.742, 0.121], [-0.207, 3.255, -1.239], [-0.269, 2.082, -1.587], [0.027, 5.096, 0.305], [0.767, 5.267, 3.652], [0.816, 2.799, 3.345], [-0.327, 4.017, -2.017], [-0.169, 5.765, -0.525], [-0.096, -4.648, -0.524], [-0.095, -3.225, -1.020], [-0.020, -3.220, -2.533], [1.379, -2.242, -0.272], [1.094, -2.242, 1.286], [2.356, -3.291, -0.681], [1.286, -0.884, -0.889], [-1.786, -2.341, -0.511], [-1.734, -1.902, 1.006], [-2.612, -3.527, -0.790], [-1.701, -1.067, -1.315], [0.635, -5.186, -0.999], [-1.022, -5.053, -0.723], [0.074, -4.715, 0.482], [0.810, -3.839, -2.879], [0.120, -2.206, -2.896], [-0.949, -3.613, -2.955], [1.875, -2.422, 1.834], [-2.189, -2.475, 1.642]]
}